Density functional theory data (ωB97M-V/def2-TZVPD) for a 20-piece molecular cluster, C48H148N12O20 overall.

Structure (XYZ):
```
228
Properties=species:S:1:pos:R:3:forces:R:3:mulliken_charge:R:1
C -2.31886 -4.36338 -4.66234 0.813 -0.843 -0.061 -0.55
C -2.98448 -4.16018 -5.97994 -1.844 -0.184 -0.640 0.37
C -3.88009 -5.34874 -6.45869 1.146 0.089 -0.426 -0.87
O -3.10171 -6.43146 -6.94368 0.962 0.133 -0.897 -0.35
C -2.22551 -6.07968 -8.03547 -0.072 -0.348 -0.336 -0.76
N -3.78985 -2.97663 -5.90800 -0.652 1.665 0.342 -0.58
H -1.57072 -3.58483 -4.51324 0.093 -0.143 0.265 -0.20
H -1.85959 -5.35042 -4.71658 0.402 -0.002 0.339 0.36
H -2.98357 -4.38459 -3.79873 -0.277 0.152 -0.175 0.30
H -2.28883 -3.90163 -6.77827 0.381 -0.529 0.139 0.23
H -4.54275 -5.00269 -7.25193 -0.003 0.317 -0.340 0.42
H -4.55426 -5.75296 -5.70358 0.329 0.048 0.402 0.31
H -2.70957 -5.65907 -8.91688 -0.817 0.224 0.145 0.34
H -1.73145 -6.95527 -8.45661 -0.223 -0.415 0.629 0.30
H -1.41626 -5.37824 -7.83249 -0.037 0.006 0.692 0.24
H -4.54362 -3.06316 -5.24132 -0.074 -0.048 0.286 0.21
H -4.23005 -2.74203 -6.78623 0.053 -0.025 -0.208 0.24
C 3.65863 -3.20943 2.03186 0.781 -0.214 1.395 -1.03
C 3.29447 -4.68695 2.08811 -2.068 1.437 -0.020 0.34
C 1.99878 -4.92027 2.89940 -0.028 0.408 0.444 0.19
O 1.44589 -6.24779 2.86638 1.237 0.359 1.484 -0.38
C 2.04125 -7.04953 3.91509 -0.399 -0.599 -1.252 -0.73
N 2.91034 -5.01429 0.73840 1.142 -1.800 -0.554 -0.38
H 4.52134 -3.12812 1.37064 -0.356 0.290 -0.418 0.55
H 4.05336 -2.89069 2.99658 -0.146 0.197 0.276 0.58
H 2.80371 -2.57515 1.79754 0.165 -0.111 -0.336 -0.34
H 4.14290 -5.23397 2.49925 -0.013 -0.391 -0.450 0.36
H 1.19227 -4.32401 2.47265 0.195 0.381 -0.195 -0.67
H 2.15413 -4.55230 3.91358 -0.195 -0.304 0.445 0.51
H 1.56249 -8.02375 3.81612 0.144 -0.058 0.069 0.28
H 1.88600 -6.71555 4.94098 -0.211 0.567 -0.106 0.24
H 3.10919 -7.16647 3.73093 0.112 -0.007 0.092 0.30
H 2.19301 -4.41919 0.34930 -0.086 0.151 0.276 0.16
H 2.50674 -5.93247 0.85735 -0.310 -0.340 -0.903 0.27
C 1.99970 -0.28583 4.22869 -1.148 1.012 0.242 -0.61
C 1.08987 0.94676 4.58506 1.791 -0.121 0.868 -0.08
C 1.83073 2.30306 4.38746 -0.021 -0.660 -0.431 -0.32
O 3.14448 2.45318 5.00048 -1.458 0.220 0.131 -0.51
C 3.50876 3.83102 5.07403 0.748 -0.311 -0.375 -0.57
N -0.21242 0.89159 3.92770 0.305 0.124 0.161 0.21
H 1.53836 -1.15829 4.69137 0.222 -0.098 -0.043 -0.73
H 3.00730 -0.12179 4.61071 -0.068 -0.085 0.013 0.79
H 2.02333 -0.44818 3.15111 0.080 0.094 -0.079 0.02
H 0.89025 0.91836 5.65625 0.022 -0.346 0.082 0.81
H 1.14766 3.04720 4.79706 0.062 0.396 -0.175 0.42
H 1.90252 2.36580 3.30164 0.235 0.703 -0.278 -0.03
H 3.77908 4.19030 4.08108 -0.059 0.123 -0.286 0.02
H 4.40732 3.94212 5.68093 0.007 -0.390 0.102 0.36
H 2.78545 4.53164 5.49123 -0.566 -0.386 0.103 0.39
H -0.79449 1.67622 4.18393 -0.106 0.257 0.345 0.61
H -0.15142 0.93259 2.92038 0.461 -0.039 -0.248 -1.32
C -3.09769 -0.94871 2.59176 0.883 -0.456 -0.559 -1.13
C -2.16930 -2.16206 2.97054 -3.019 -0.032 0.995 0.66
C -2.43053 -3.37277 2.07935 -0.847 0.984 0.226 -0.33
O -3.79475 -3.59073 2.27482 -0.964 -1.550 -0.757 -0.41
C -4.31529 -4.70692 1.54807 -0.391 0.089 0.471 -0.66
N -0.83243 -1.92181 2.91645 4.534 1.386 -0.549 0.65
H -2.80485 0.03052 2.97052 0.343 -0.241 0.666 0.28
H -4.14911 -1.09595 2.83860 0.210 -0.285 -0.019 0.57
H -2.99657 -0.79822 1.51695 -0.287 -0.173 -0.358 -0.24
H -2.29803 -2.38984 4.02868 -1.525 -0.564 0.166 0.55
H -1.77435 -4.22500 2.25610 -0.046 -0.324 0.712 0.68
H -2.23194 -3.13914 1.03337 0.018 0.413 -0.350 -0.10
H -4.15666 -5.64479 2.08036 0.439 -0.118 0.059 0.27
H -3.93592 -4.80052 0.53052 0.272 0.184 -0.039 0.31
H -5.40064 -4.62195 1.49432 -0.024 0.365 -0.015 0.17
H -0.34754 -2.63139 3.44700 0.168 -0.401 -0.178 -0.36
H -0.54132 -1.08890 3.40800 -0.336 0.510 -0.012 -0.94
C -0.49308 4.43467 -1.38782 -0.439 0.270 0.708 -1.37
C -0.84578 3.47168 -2.46158 -0.232 -0.986 -1.074 1.60
C -2.25528 2.75789 -2.38661 1.104 0.576 -0.394 -0.84
O -2.39550 1.70061 -3.37364 1.187 1.149 1.175 -0.36
C -3.68979 1.20457 -3.35442 -0.494 -1.452 0.456 -0.48
N -0.71273 4.11327 -3.77335 -0.092 -0.848 0.461 -0.71
H -0.22594 3.90236 -0.47493 -0.389 0.208 0.318 -0.13
H -1.34350 5.10739 -1.27673 0.015 0.166 0.604 0.32
H 0.37322 5.04335 -1.64693 -0.021 -0.121 -0.300 0.49
H -0.07708 2.69903 -2.44667 0.072 -0.411 -0.124 -0.66
H -2.97650 3.50957 -2.70742 -0.347 0.254 0.594 0.67
H -2.42949 2.38860 -1.37598 -0.344 -0.176 0.052 0.26
H -3.73385 0.26312 -3.90199 0.100 0.335 -0.743 0.20
H -4.44461 1.91709 -3.68708 0.001 0.046 -0.055 0.34
H -3.91627 0.81766 -2.36089 -0.333 0.490 0.474 -0.11
H -0.97400 3.30256 -4.31611 0.070 0.564 -1.488 0.15
H -1.45616 4.78861 -3.87983 -0.202 0.255 -0.102 0.44
C 3.84207 1.56766 -4.73724 1.141 0.541 0.184 -1.66
C 2.84872 2.28982 -3.85060 1.090 -0.809 -0.643 1.76
C 3.52205 3.25655 -2.84915 -0.641 -1.559 -0.557 -0.76
O 4.66488 2.64579 -2.22382 -1.300 1.743 1.031 -0.40
C 4.93367 3.40672 -1.01681 1.686 -1.307 -0.183 -0.84
N 1.93756 2.98259 -4.70310 -0.367 0.747 0.009 -0.78
H 4.42780 2.35254 -5.21576 0.212 -0.115 -0.297 0.40
H 3.42766 0.93643 -5.52332 -0.377 0.057 0.185 0.38
H 4.52413 0.98375 -4.11922 0.087 -0.175 -0.086 0.31
H 2.37693 1.47220 -3.30562 -0.430 -0.054 0.827 -0.72
H 2.69456 3.38032 -2.15054 0.183 0.572 0.721 0.18
H 3.78319 4.21871 -3.28978 0.049 -0.005 -0.208 0.52
H 4.32261 3.15375 -0.15037 -0.651 -0.049 -0.283 0.07
H 5.01135 4.48959 -1.11405 -0.400 0.074 -0.548 0.56
H 5.93065 3.06940 -0.73335 0.137 0.089 0.141 0.42
H 1.30709 3.56791 -4.17395 -0.080 0.422 0.063 0.23
H 1.30705 2.32114 -5.13326 -0.059 -0.176 -0.297 0.43
C -1.12383 -1.21427 -1.20905 0.230 0.704 0.417 -1.01
C 0.14818 -0.80118 -0.39049 -0.419 0.538 -1.673 2.18
C 0.07978 0.64564 0.24130 -0.068 -1.851 -0.079 0.50
O 1.22666 0.91074 1.04808 -0.909 0.556 1.224 1.64
C 2.47355 0.95039 0.41824 -0.283 -0.714 -1.547 0.88
N 0.55818 -1.85444 0.51085 0.248 0.408 -0.593 3.04
H -1.98742 -1.49867 -0.60787 0.064 0.128 0.404 -0.11
H -0.97385 -2.04889 -1.89390 0.517 -0.048 0.137 0.09
H -1.43677 -0.37380 -1.82855 -0.046 0.176 -0.088 0.06
H 0.91525 -0.67725 -1.15491 0.286 -0.253 -0.204 -0.85
H -0.79509 0.67011 0.89100 0.058 0.261 0.296 -1.11
H -0.07930 1.36553 -0.56154 0.299 0.276 -0.098 -0.49
H 2.73898 -0.06485 0.12339 0.318 -0.147 -0.133 -0.52
H 3.30881 1.34272 0.99834 -0.571 0.231 0.502 -0.87
H 2.35896 1.51392 -0.50772 0.404 0.285 -0.217 0.12
H -0.13350 -1.87301 1.24661 -0.432 -0.374 0.692 -1.16
H 1.35039 -1.47285 1.00773 0.461 -0.174 0.172 -1.50
C 1.19061 5.45088 2.34626 0.321 0.818 -1.252 -0.85
C 0.21655 6.62207 2.74809 2.192 -1.531 0.595 0.00
C -0.75492 7.01029 1.66810 0.370 0.607 -0.390 -0.09
O -0.06254 7.71620 0.66276 -0.022 0.196 -2.001 -0.43
C -0.95275 8.10969 -0.43832 0.321 -0.538 0.992 -0.69
N -0.44198 6.05695 3.91756 -0.819 0.733 0.052 -0.57
H 1.81307 5.64894 1.47367 -0.454 0.414 -0.518 0.54
H 0.60811 4.55856 2.11703 -0.061 0.018 0.143 -0.21
H 2.00325 5.16503 3.01410 -0.586 0.274 0.937 0.14
H 0.74450 7.49862 3.12364 0.444 0.253 -0.748 0.54
H -1.46709 7.75527 2.02295 -0.717 -0.481 0.616 0.54
H -1.21228 6.10206 1.27563 -0.446 -0.034 -0.104 -0.23
H -1.49550 7.24650 -0.82360 -0.167 -0.149 0.256 0.25
H -0.44377 8.51448 -1.31307 0.653 0.067 0.537 0.29
H -1.65870 8.85517 -0.07226 -0.137 0.038 0.025 0.35
H 0.26948 5.90574 4.61833 0.054 -0.126 0.180 0.14
H -1.01770 6.81204 4.26179 -0.405 0.001 0.603 0.27
C -2.12848 3.10367 1.98799 0.169 -0.394 -1.567 1.49
C -3.07448 4.02745 2.69213 -0.263 -1.124 0.727 0.85
C -4.51621 3.41457 2.75768 0.651 0.705 -0.845 -1.09
O -5.01014 3.25236 1.41299 -0.052 -0.306 0.535 -0.22
C -6.34378 2.76478 1.34563 -0.141 0.692 -0.229 -0.83
N -2.51535 4.12951 4.04285 -1.331 0.119 0.520 -0.75
H -2.52727 2.72952 1.04508 -0.189 0.033 -0.127 -0.17
H -1.90007 2.22337 2.58883 -0.209 0.197 0.149 -1.08
H -1.18912 3.58631 1.71825 0.088 0.086 0.244 -1.18
H -3.07295 5.05316 2.32332 -0.432 -0.156 -0.969 0.42
H -5.16827 4.08757 3.31445 -0.202 0.248 0.036 0.47
H -4.51047 2.47609 3.31205 0.227 -0.295 -0.102 0.40
H -6.74859 2.91906 0.34542 0.466 0.031 -0.265 0.27
H -7.00140 3.37146 1.96818 -0.052 -0.122 0.463 0.37
H -6.47456 1.70320 1.55552 0.345 -0.081 0.410 0.27
H -3.11179 4.84525 4.43282 -0.415 0.014 1.063 0.40
H -1.68400 4.69585 3.95226 0.784 -0.224 -0.162 0.29
C -6.02498 -0.74949 -0.26056 -0.196 -0.519 1.635 -0.69
C -6.74235 -2.01137 -0.82164 1.077 1.403 -0.517 0.96
C -7.86508 -2.50526 0.05400 -0.398 -0.964 0.212 -0.87
O -8.76224 -3.31449 -0.73884 1.704 0.488 0.146 -0.36
C -10.06538 -3.37565 -0.29960 -0.926 -0.180 -0.257 -0.78
N -7.24893 -1.64630 -2.12740 -0.402 -0.080 -0.853 -0.76
H -6.73188 0.03216 0.01770 -0.381 0.179 -0.700 0.47
H -5.18283 -0.30402 -0.79013 -0.358 -0.367 -0.660 -0.25
H -5.60650 -0.92066 0.73124 0.219 -0.619 0.180 0.13
H -6.00906 -2.80407 -0.97007 0.069 -0.098 0.045 0.10
H -8.35284 -1.63950 0.50195 -0.471 -0.010 0.065 0.40
H -7.50545 -3.19061 0.82151 0.189 0.351 0.455 0.26
H -10.20984 -3.66358 0.74171 0.294 0.032 0.273 0.30
H -10.52608 -4.15194 -0.91051 -0.281 0.119 0.026 0.26
H -10.55531 -2.41923 -0.48217 -0.350 0.125 0.114 0.32
H -7.78019 -0.78826 -2.08691 0.221 0.563 0.242 0.26
H -7.98784 -2.30319 -2.33381 0.063 -0.474 -0.418 0.29
C 8.18976 6.14831 3.12927 0.950 0.151 -0.382 -1.46
C 7.42136 5.14113 2.31470 -0.606 -1.041 -0.412 0.27
C 7.19917 3.75376 2.99001 -0.623 -0.035 0.620 -0.43
O 6.54248 2.84468 2.10516 -0.969 -0.522 -0.821 -0.15
C 5.86677 1.69638 2.69535 1.378 0.459 1.486 -0.48
N 6.14035 5.74063 1.94511 0.473 -0.035 -0.121 -0.66
H 8.49267 6.97630 2.48836 -0.550 0.207 -0.134 0.37
H 9.17606 5.79884 3.43453 -0.218 -0.436 0.591 0.38
H 7.59954 6.55301 3.95143 0.150 -0.155 0.165 0.31
H 7.90702 4.94076 1.35967 0.415 0.006 0.032 0.31
H 6.54354 3.88696 3.85054 -0.248 0.336 0.318 0.12
H 8.10034 3.32038 3.42380 0.446 -0.140 -0.362 0.41
H 5.50788 0.89124 2.05422 0.517 0.616 -0.960 0.08
H 5.02816 1.87794 3.36757 -0.271 0.989 -0.120 0.11
H 6.60158 1.25527 3.36882 0.151 -0.463 0.020 0.47
H 5.62927 5.87787 2.80538 -0.515 -0.005 -0.019 0.25
H 5.68260 5.05261 1.36443 -0.563 0.029 0.078 0.20
C 3.63801 -2.77428 -4.57588 1.171 0.336 -0.482 -1.65
C 2.87525 -3.03846 -3.31674 2.232 0.447 0.213 -0.22
C 3.38238 -2.09300 -2.15389 -1.559 -0.273 -0.977 1.72
O 4.74187 -2.12609 -1.87232 1.325 -0.675 -0.387 -0.64
C 5.24488 -1.02908 -1.07711 -1.895 -1.004 0.159 -0.25
N 1.46308 -2.95236 -3.62139 -0.572 -0.084 1.332 -0.17
H 3.41936 -3.57843 -5.27846 0.303 0.076 -0.249 0.47
H 4.70740 -2.66914 -4.39293 0.171 -0.587 -0.013 0.39
H 3.41429 -1.81368 -5.03988 -0.592 0.109 0.020 0.25
H 3.13847 -4.04625 -2.99554 -0.284 -0.272 0.086 0.42
H 2.79427 -2.44452 -1.30615 -0.203 0.654 0.600 -0.22
H 3.14627 -1.09173 -2.51420 -0.521 0.499 0.413 -0.63
H 6.27674 -1.24085 -0.79692 -0.053 0.340 -0.575 0.46
H 4.65305 -1.03068 -0.16177 0.112 -0.034 0.496 -0.16
H 4.96348 -0.08703 -1.54768 0.826 0.259 -0.324 0.13
H 1.31233 -3.49665 -4.45872 -0.169 -0.113 -0.066 0.27
H 1.21288 -1.99900 -3.84185 -0.105 0.273 -0.042 -0.03
O -0.76403 -0.72660 6.44042 -0.159 0.107 0.703 -0.72
H -0.48815 -1.58978 6.13213 0.013 -0.346 -0.229 0.46
H -0.83520 -0.19908 5.64488 -0.133 0.172 -0.495 0.27
O 5.46818 -4.82445 -0.28250 1.307 -0.015 -0.127 -0.75
H 5.46994 -4.11423 -0.92424 0.016 0.294 -0.284 0.31
H 4.54919 -4.91941 -0.03216 -1.095 -0.247 0.158 0.50
O 0.32440 -3.23454 5.42072 -0.128 0.044 -0.071 -0.65
H -0.06726 -3.86740 6.02264 -0.210 -0.324 0.153 0.25
H 1.14620 -2.98066 5.84075 0.403 0.060 0.108 0.24
O 0.51281 -4.39923 -0.97834 -0.162 -1.046 -0.025 -0.44
H 0.41855 -3.69963 -0.33189 -0.143 0.971 0.466 -0.02
H 0.98797 -3.99351 -1.70349 -0.011 0.323 -0.725 -0.03
O -1.06426 -1.13492 -5.53987 0.400 -0.189 0.028 -0.60
H -1.98325 -1.38980 -5.45791 -0.761 -0.242 -0.045 0.21
H -0.60921 -1.94657 -5.76437 0.141 -0.157 -0.122 0.26
O -1.23310 -6.61690 -0.64157 -0.578 -0.514 0.136 -0.78
H -0.95426 -6.91218 0.22520 0.081 -0.112 0.260 0.32
H -0.65219 -5.88345 -0.84362 0.493 0.833 -0.061 0.39
O -0.18701 -7.52378 -3.01994 0.309 -0.332 -0.798 -0.64
H 0.08650 -6.63132 -3.23191 0.074 0.177 -0.018 0.24
H -0.50190 -7.47036 -2.11760 -0.346 0.079 0.539 0.43
O -0.54850 1.44648 -5.29221 0.658 0.786 -0.428 -0.69
H -0.95020 1.45927 -4.42347 -0.394 -0.352 0.201 0.36
H -0.60038 0.53109 -5.56715 -0.102 -0.469 -0.127 0.45
```
Positions in Å, forces in eV/Å.

Its gap between HOMO and LUMO is 8.5 eV. Its energy above the lowest of the compared OMol25 structures with the same formula, charge and spin is 0.0 kcal/mol.